No. 1
Density functional theory data (ωB97M-V/def2-TZVPD) for 2 unconnected molecules or ions with the total composition C3H9NO2.

```
15
Properties=species:S:1:pos:R:3:forces:R:3:mulliken_charge:R:1
C -1.119379 0.212720 1.966924 0.6 -0.4 0.4 -0.93
C -1.504709 1.321607 1.028447 -0.1 0.2 -0.3 0.62
N -1.152773 1.099414 -0.271694 0.3 -0.5 0.1 -0.31
O -2.085560 2.320216 1.393691 -0.3 0.1 0.1 -0.62
H -0.024985 0.141817 2.043947 -0.2 0.0 -0.1 0.27
H -1.479535 -0.761849 1.629268 0.0 0.1 -0.1 0.28
H -1.502294 0.402677 2.966355 -0.1 0.1 -0.1 0.30
H -1.478778 1.688603 -1.019113 0.2 0.2 0.3 0.20
H -0.430673 0.411504 -0.445878 -0.3 -0.1 -0.3 0.20
C 2.051517 -0.940871 -1.756705 -0.1 -0.6 0.4 -0.53
O 1.059355 -1.180377 -0.755753 -0.2 0.3 0.1 -0.50
H 1.796437 -1.413518 -2.703804 -0.1 0.2 -0.1 0.27
H 2.113186 0.134749 -1.860835 0.1 0.1 -0.2 0.23
H 3.013942 -1.348612 -1.443901 0.1 0.1 0.1 0.24
H 0.744248 -2.088079 -0.770949 0.2 0.0 -0.2 0.28
```
Forces are in eV/Å.

Energy relative to the best compared isomer or geometry (same formula, charge and spin) (kcal per mole): 18.14
HOMO level (eV): -9.4622
Gap between HOMO and LUMO (eV): 10.01
LUMO energy (eV): 0.55
Maximum force (eV/Å): 0.80

No. 2
Density functional theory data (ωB97M-V/def2-TZVPD) for C3H9NO2 in the gas phase at a distorted geometry.

```
15
Properties=species:S:1:pos:R:3:forces:R:3:mulliken_charge:R:1
O 2.315344 1.765728 -0.002691 0.9 -0.1 -0.2 -0.50
C 1.120956 1.355551 0.585420 -1.5 -0.2 -0.6 -0.45
C 0.307482 0.362817 -0.263673 0.6 -0.5 0.5 -0.36
N -0.800195 -0.145443 0.529636 -0.1 0.5 -0.3 -0.21
C -1.745071 -0.909561 -0.169342 -1.0 -0.6 -1.0 -0.56
O -1.296539 -2.194756 -0.705883 -0.2 1.2 0.2 -0.52
H 2.933382 1.031876 -0.169860 -0.6 0.3 0.2 0.31
H 1.202616 0.930689 1.591082 0.4 0.0 0.1 0.28
H 0.486072 2.240470 0.652866 0.3 0.2 0.3 0.28
H -0.083901 0.800851 -1.182956 -0.1 0.3 0.2 0.24
H 0.969128 -0.437903 -0.609598 0.2 -0.2 0.0 0.29
H -0.576126 -0.508345 1.445628 0.2 0.0 -0.1 0.22
H -2.652536 -1.049368 0.429626 0.3 -0.2 0.2 0.37
H -2.106958 -0.401100 -1.064227 0.4 0.3 0.0 0.29
H -1.345525 -2.757492 0.051375 0.2 -1.0 0.5 0.31
```
Forces are in eV/Å.

Energy relative to the best compared isomer or geometry (same formula, charge and spin) (kcal per mole): 39.90
HOMO level (eV): -9.2834
Gap between HOMO and LUMO (eV): 10.09
LUMO energy (eV): 0.81
Maximum force (eV/Å): 1.61

No. 3
Density functional theory data (ωB97M-V/def2-TZVPD) for 2 unconnected molecules or ions with the total composition C3H9NO2 at a distorted geometry.

```
15
Properties=species:S:1:pos:R:3:forces:R:3:mulliken_charge:R:1
C 0.429208 3.132177 0.332032 0.0 -0.5 -2.1 -0.77
C 1.033655 1.955304 0.050855 -0.8 0.7 2.0 0.05
O 0.684490 1.128580 -0.944823 -0.2 0.3 -0.2 -0.47
H 0.979876 3.942061 0.787952 -0.3 -0.4 0.9 0.28
H -0.419269 3.389484 -0.309602 0.4 0.3 0.0 0.25
H 1.557515 1.520321 0.907589 1.1 0.0 -0.7 0.27
H 1.292709 0.383638 -0.977638 -0.3 -0.3 0.1 0.37
N -1.422571 -2.640706 0.653331 -1.0 1.2 -1.2 -0.55
C -0.789774 -1.370980 0.441619 1.7 0.3 -0.5 -0.03
O 0.222262 -1.517898 -0.590793 0.3 -0.5 0.7 -0.55
H -2.381708 -2.531506 0.924956 -0.1 -0.5 0.2 0.19
H -0.895737 -3.377479 1.073289 0.1 0.1 0.6 0.19
H -1.325808 -0.517027 0.020823 -1.4 -0.7 0.5 0.28
H -0.328756 -0.981018 1.357518 0.5 -0.1 -0.2 0.20
H 0.049744 -2.388572 -0.961372 0.0 0.0 -0.2 0.28
```
Forces are in eV/Å.

Energy relative to the best compared isomer or geometry (same formula, charge and spin) (kcal per mole): 69.55
HOMO level (eV): -8.5073
Gap between HOMO and LUMO (eV): 9.36
LUMO energy (eV): 0.86
Maximum force (eV/Å): 2.29

No. 4
Density functional theory data (ωB97M-V/def2-TZVPD) for 2 unconnected molecules or ions with the total composition C3H9NO2 at a distorted geometry.

```
15
Properties=species:S:1:pos:R:3:forces:R:3:mulliken_charge:R:1
C 1.910354 -0.050412 -1.239750 1.6 0.0 -0.1 -0.88
C 1.184604 -0.283438 0.033352 0.5 -1.5 0.6 0.75
O 1.396515 0.288235 1.062119 -0.2 0.5 0.0 -0.53
O 0.376877 -1.400868 -0.017833 0.2 0.7 -0.7 -0.48
H 1.247767 0.069648 -2.054272 -1.0 -0.8 -1.0 0.29
H 2.691222 -0.891010 -1.440433 -1.4 1.7 0.3 0.23
H 2.305261 0.970664 -1.208441 0.8 -0.5 0.4 0.31
H -0.407348 -1.147744 0.472912 -0.3 0.0 0.5 0.31
C -2.656868 0.338124 -0.256690 0.0 3.1 1.4 -0.75
N -1.525708 0.922754 0.545479 -0.2 -2.1 0.3 -0.52
H -2.971256 -0.545193 0.269126 0.0 -0.6 -0.2 0.30
H -2.378544 0.189435 -1.278864 0.3 -0.4 -0.5 0.25
H -3.514630 1.053141 -0.240805 0.3 -0.7 -0.2 0.30
H -1.250825 1.882417 0.601561 -0.5 0.6 -0.9 0.18
H -1.627898 0.637324 1.509878 0.0 0.0 0.0 0.24
```
Forces are in eV/Å.

Energy relative to the best compared isomer or geometry (same formula, charge and spin) (kcal per mole): 32.56
HOMO level (eV): -9.3710
Gap between HOMO and LUMO (eV): 10.19
LUMO energy (eV): 0.82
Maximum force (eV/Å): 3.36

No. 5
Density functional theory data (ωB97M-V/def2-TZVPD) for 2 unconnected molecules or ions with the total composition C3H9NO2 at a distorted geometry.

```
15
Properties=species:S:1:pos:R:3:forces:R:3:mulliken_charge:R:1
C 1.599836 1.156265 1.914869 0.3 -0.7 0.7 -0.86
C 0.702874 0.043425 1.424418 0.3 0.4 -0.4 0.66
O -0.349747 -0.238902 1.925666 -0.4 0.0 0.1 -0.54
O 1.177751 -0.545823 0.310984 0.1 0.4 -0.1 -0.52
H 1.429077 2.032498 1.294397 0.0 0.1 0.0 0.22
H 1.398292 1.347561 2.968371 -0.2 0.3 -0.2 0.29
H 2.646265 0.858495 1.851061 0.0 0.1 -0.3 0.31
H 0.529202 -0.422962 -0.456964 0.1 -0.5 0.0 0.47
C -1.773872 -0.806878 -1.292515 0.4 0.0 0.2 -0.63
N -0.473611 -0.306640 -1.789997 -0.1 0.0 -0.1 -0.64
H -1.769028 -1.886327 -1.430336 -0.2 0.0 0.1 0.28
H -1.824031 -0.611207 -0.220155 -0.2 0.0 -0.1 0.19
H -2.638480 -0.381361 -1.796628 0.0 0.0 -0.1 0.29
H -0.150097 -0.878339 -2.556967 0.1 0.0 -0.1 0.25
H -0.504434 0.640197 -2.146210 -0.2 0.1 0.1 0.22
```
Forces are in eV/Å.

Energy relative to the best compared isomer or geometry (same formula, charge and spin) (kcal per mole): 15.90
HOMO level (eV): -9.8981
Gap between HOMO and LUMO (eV): 10.69
LUMO energy (eV): 0.79
Maximum force (eV/Å): 1.05

No. 6
Density functional theory data (ωB97M-V/def2-TZVPD) for 4 unconnected molecules or ions with the total composition C3H9NO2 at a distorted geometry.

```
15
Properties=species:S:1:pos:R:3:forces:R:3:mulliken_charge:R:1
C -0.426143 1.322986 -0.062025 -3.3 5.2 -0.8 -0.99
C 0.393486 0.188817 -0.016435 4.0 -4.1 0.4 0.78
C 2.711316 -0.655881 0.018647 1.3 -0.6 3.5 -0.92
H -3.963224 -1.462958 0.753642 0.0 4.9 -3.7 0.36
H -2.769108 -0.004689 0.661551 -4.9 -1.3 -3.4 0.29
H 0.183603 2.239560 0.054040 0.0 -0.4 -0.5 0.28
H -1.252725 1.680795 0.750841 1.5 -2.0 -2.0 0.26
H -0.810924 1.304527 -1.185265 0.1 0.4 2.5 0.23
H 2.176246 1.440922 -0.061667 -0.6 -1.4 0.4 0.24
H 2.001180 -1.375098 -0.125041 -1.5 -2.6 -0.5 0.35
H 3.503845 -0.929003 -0.662283 0.2 1.5 -0.9 0.35
H 3.133967 -0.934863 1.050638 -0.3 0.5 -1.2 0.25
N 1.847031 0.475589 0.155268 -1.9 1.4 -1.4 -0.26
O -3.908471 -0.328197 -0.056991 4.9 -3.6 7.0 -0.66
O 0.007966 -0.974785 -0.188566 0.5 2.1 0.6 -0.58
```
Forces are in eV/Å.

Energy relative to the best compared isomer or geometry (same formula, charge and spin) (kcal per mole): 149.08
HOMO level (eV): -9.6679
Gap between HOMO and LUMO (eV): 9.72
LUMO energy (eV): 0.05
Maximum force (eV/Å): 9.24

No. 7
Density functional theory data (ωB97M-V/def2-TZVPD) for 2 unconnected molecules or ions with the total composition C3H9NO2 at a distorted geometry.

```
15
Properties=species:S:1:pos:R:3:forces:R:3:mulliken_charge:R:1
C 0.613017 2.431437 0.654709 -1.9 0.5 -2.5 -1.02
C -0.559705 1.466377 0.483290 -2.6 1.6 -0.6 0.59
N -0.249354 0.209630 0.244189 2.0 -1.8 -0.2 -0.27
O -1.778399 1.777054 0.476292 2.6 0.3 0.3 -0.66
H 0.301916 3.106455 1.349864 -0.9 1.8 2.5 0.36
H 0.641957 3.164779 -0.220073 0.5 -1.6 0.6 0.24
H 1.511455 2.024514 1.007958 1.4 -0.7 -0.2 0.35
H -0.937782 -0.422775 -0.083035 -0.9 -0.2 -0.1 0.20
H 0.696052 -0.128522 0.111005 -0.2 0.5 0.1 0.20
C 0.973857 -2.674527 -0.166211 -1.7 -2.5 -1.1 -0.57
O 0.603829 -2.432858 -1.529836 0.2 -0.7 -0.5 -0.48
H 0.731966 -3.725384 0.196091 0.6 0.8 -0.8 0.27
H 2.023254 -2.531533 -0.123867 0.7 0.7 0.8 0.22
H 0.222114 -2.126507 0.321231 0.3 1.3 2.0 0.28
H -0.211918 -2.921720 -1.670875 0.0 0.1 -0.3 0.30
```
Forces are in eV/Å.

Energy relative to the best compared isomer or geometry (same formula, charge and spin) (kcal per mole): 42.94
HOMO level (eV): -9.5827
Gap between HOMO and LUMO (eV): 10.18
LUMO energy (eV): 0.60
Maximum force (eV/Å): 3.25

No. 8
Density functional theory data (ωB97M-V/def2-TZVPD) for 2 unconnected molecules or ions with the total composition C3H9NO2 at a distorted geometry.

```
15
Properties=species:S:1:pos:R:3:forces:R:3:mulliken_charge:R:1
C -0.349777 -0.104593 -0.009667 -3.3 0.2 0.6 -0.82
C -1.808796 -0.039546 0.645639 1.5 -0.5 -0.2 0.49
O -2.754412 0.150032 -0.062371 0.1 -0.2 0.6 -0.49
O -1.947836 -0.267652 1.987247 -0.6 0.3 -0.2 -0.48
H 0.477432 -0.222058 0.696630 -0.1 0.5 -0.5 0.39
H -0.551821 0.810215 -0.592715 1.6 -0.2 0.0 0.28
H -0.469736 -0.956320 -0.691392 0.5 0.2 0.2 0.26
H -1.244747 0.092083 2.541192 0.3 -0.2 -0.4 0.33
C 2.483454 0.509627 -1.501076 -1.6 0.5 -1.1 -0.77
N 3.360722 -0.335242 -0.743296 0.5 1.5 0.7 -0.44
H 2.040067 1.334315 -0.927147 0.3 -0.3 0.4 0.25
H 1.600805 0.065842 -2.001496 0.4 -0.7 0.8 0.26
H 2.871645 1.005846 -2.381226 1.1 0.1 -0.2 0.36
H 3.402053 -1.319440 -0.847556 -0.1 -0.5 -0.6 0.19
H 4.268054 0.114168 -0.610707 -0.5 -0.7 -0.1 0.18
```
Forces are in eV/Å.

Energy relative to the best compared isomer or geometry (same formula, charge and spin) (kcal per mole): 41.64
HOMO level (eV): -9.1808
Gap between HOMO and LUMO (eV): 9.76
LUMO energy (eV): 0.58
Maximum force (eV/Å): 3.36